[1]
Formula: C34H45ClIN5O5P2V
Source: OMol25
Level of theory: wB97M-V/def2-TZVPD

Computed properties:
Spin multiplicity: 3
Lowest unoccupied orbital energy (spin up / spin down) (eV): -2.763 / -2.427
Kohn-Sham gap (spin up / spin down) (eV): 8.08 / 8.42
Electronic energy (eV): -118563.4791
⟨S²⟩: 2.01
Total charge: +1
Relative energy (zero: lowest compared OMol25 entry of this formula, charge and spin) (eV): 0.370
HOMO (spin up / spin down) (eV): -10.846 / -10.846

Element x y z (Å)
V  0.687  1.560  1.876
C  -0.353  3.603  4.717
P  -0.871  3.021  3.072
C  -1.297  4.556  2.204
C  -2.423  2.105  3.312
C  -3.670  2.719  3.247
C  -4.826  1.976  3.424
C  -4.743  0.616  3.676
C  -3.505  -0.005  3.743
C  -2.336  0.726  3.554
P  -0.676  -0.043  3.615
C  -0.312  -0.201  5.399
C  -0.984  -1.797  3.190
H  -1.167  4.139  5.209
H  0.497  4.275  4.596
H  -0.038  2.774  5.344
H  -2.007  5.160  2.772
H  -1.692  4.328  1.215
H  -0.378  5.135  2.082
H  -3.749  3.777  3.042
H  -5.791  2.460  3.363
H  -5.643  0.035  3.814
H  -3.460  -1.068  3.931
H  -1.201  -0.522  5.940
H  0.052  0.731  5.820
H  0.473  -0.945  5.526
H  -1.529  -2.301  3.988
H  -0.025  -2.301  3.066
H  -1.550  -1.878  2.265
N  2.333  1.361  0.142
N  1.803  2.129  -0.908
C  0.476  2.544  -0.813
O  -0.145  2.948  -1.766
O  0.023  2.517  0.418
H  3.247  1.724  0.407
H  2.439  0.389  -0.146
H  2.157  1.976  -1.842
I  4.829  8.043  1.790
C  4.239  6.140  2.394
C  3.108  5.560  1.835
C  2.722  4.291  2.236
C  3.453  3.593  3.195
C  4.587  4.191  3.747
C  4.980  5.456  3.348
C  3.080  2.212  3.667
O  3.661  1.618  4.550
O  2.054  1.674  3.037
H  2.532  6.092  1.092
H  1.835  3.868  1.781
H  5.150  3.646  4.490
H  5.861  5.910  3.777
C  -0.689  -1.666  -4.162
C  0.713  -1.772  -3.560
C  1.710  -1.967  -4.712
C  1.023  -0.403  -2.927
C  0.848  -2.953  -2.518
O  2.017  -2.727  -1.713
C  1.005  -4.388  -3.116
C  -0.206  -5.317  -3.322
C  -1.165  -4.934  -4.413
C  -2.491  -4.632  -4.129
C  -3.362  -4.215  -5.122
C  -2.897  -4.104  -6.421
Cl  -3.968  -3.566  -7.670
C  -1.585  -4.428  -6.739
C  -0.732  -4.843  -5.734
C  -0.298  -3.033  -1.500
N  -0.461  -1.871  -0.662
C  0.388  -1.312  0.196
N  -0.129  -0.178  0.651
C  -1.327  -0.100  0.027
N  -1.564  -1.112  -0.763
H  -0.687  -0.881  -4.916
H  -1.432  -1.390  -3.417
H  -1.004  -2.581  -4.649
H  1.761  -1.055  -5.303
H  1.404  -2.766  -5.383
H  2.725  -2.180  -4.368
H  1.028  0.345  -3.718
H  1.998  -0.391  -2.446
H  0.264  -0.082  -2.220
H  2.791  -2.830  -2.277
H  1.658  -4.903  -2.404
H  1.563  -4.331  -4.047
H  -0.758  -5.451  -2.390
H  0.214  -6.302  -3.553
H  -2.855  -4.716  -3.113
H  -4.389  -3.976  -4.895
H  -1.247  -4.355  -7.760
H  0.290  -5.096  -5.984
H  -0.149  -3.893  -0.845
H  -1.248  -3.145  -2.019
H  1.345  -1.738  0.436
H  -2.009  0.722  0.149

Atoms 1-3, force components in eV/Å:
V -0.6211 -2.0274 -0.4582
C -0.0926 0.0216 -0.0023
P -0.1454 0.2739 0.0542



[2]
Formula: C34H45F32NO13S3
Source: OMol25
Level of theory: wB97M-V/def2-TZVPD

Computed properties:
SMILES: FC(F)C(F)(F)COC(F)(F)C(F)F.FC(F)C(F)(F)COC(F)(F)C(F)F.FC(F)C(F)(F)COC(F)(F)C(F)F.FC(F)C(F)(F)COC(F)(F)C(F)F.CCOS(C)(=O)=O.CCOS(C)(=O)=O.CCOS(C)(=O)=O.c1ccncc1
Spin multiplicity: 1
Lowest unoccupied orbital energy (eV): 0.028
Kohn-Sham gap (eV): 9.08
Electronic energy (eV): -183552.5980
Total charge: 0
Relative energy (zero: lowest compared OMol25 entry of this formula, charge and spin) (eV): 7.192
HOMO (eV): -9.055

Element x y z (Å)
F  0.785  -2.643  -4.399
C  2.042  -3.003  -4.780
F  2.217  -2.849  -6.109
C  3.101  -2.284  -3.923
F  2.813  -2.404  -2.670
F  3.031  -0.936  -4.203
C  4.506  -2.765  -4.250
O  4.907  -2.660  -5.611
C  5.915  -1.730  -5.893
F  5.666  -0.542  -5.365
F  6.972  -2.256  -5.227
C  6.083  -1.633  -7.470
F  4.991  -1.128  -8.079
F  7.078  -0.892  -7.903
H  1.933  -4.076  -4.619
H  4.663  -3.814  -4.001
H  5.217  -2.187  -3.659
H  6.097  -2.636  -7.896
F  -1.963  4.966  6.242
C  -0.999  4.129  6.446
F  0.121  4.748  6.403
C  -1.186  3.404  7.743
F  -2.371  2.808  7.715
F  -1.217  4.234  8.812
C  -0.197  2.236  8.072
O  0.199  1.600  6.879
C  0.546  0.246  6.718
F  1.374  -0.206  7.600
F  -0.601  -0.302  6.875
C  1.091  0.077  5.273
F  1.360  -1.192  4.919
F  0.244  0.621  4.437
H  -1.067  3.476  5.576
H  -0.733  1.535  8.712
H  0.562  2.461  8.821
H  1.983  0.668  5.069
F  3.739  0.777  -1.686
C  4.924  1.194  -2.182
F  4.803  2.553  -2.361
C  6.147  0.811  -1.403
F  6.191  -0.457  -1.008
F  6.032  1.497  -0.310
C  7.396  1.405  -2.069
O  7.608  0.784  -3.350
C  8.544  1.352  -4.298
F  9.687  1.197  -3.645
F  8.612  0.519  -5.305
C  8.249  2.804  -4.805
F  7.959  3.706  -3.860
F  9.322  3.234  -5.490
H  5.042  0.919  -3.230
H  8.258  1.258  -1.418
H  7.313  2.491  -2.020
H  7.500  2.797  -5.597
F  -2.906  6.548  0.187
C  -1.834  5.863  0.592
F  -2.248  5.143  1.620
C  -1.050  5.244  -0.574
F  -0.293  6.193  -1.173
F  -1.987  4.676  -1.406
C  -0.162  4.117  -0.040
O  0.969  4.719  0.760
C  1.927  3.826  1.294
F  1.250  2.860  1.955
F  2.606  3.217  0.266
C  2.820  4.732  2.221
F  3.895  4.140  2.723
F  3.111  5.982  1.820
H  -1.174  6.680  0.886
H  0.288  3.839  -0.993
H  -0.716  3.302  0.425
H  2.250  5.000  3.111
C  1.735  -0.492  0.238
C  0.322  -0.356  0.719
O  -0.477  0.455  -0.250
S  -1.975  -0.068  -0.746
C  -1.442  -1.546  -1.905
O  -2.579  -0.741  0.366
O  -2.743  0.884  -1.543
H  2.069  0.491  -0.095
H  1.788  -1.186  -0.600
H  2.384  -0.840  1.041
H  -0.080  -1.350  0.914
H  0.486  0.220  1.629
H  -0.601  -1.187  -2.498
H  -2.423  -1.702  -2.353
H  -1.308  -2.469  -1.342
C  -6.268  -0.399  -0.773
C  -7.216  -1.101  -1.706
O  -7.283  -2.491  -1.548
S  -8.200  -3.092  -0.194
C  -8.339  -4.877  -0.516
O  -7.304  -2.932  0.984
O  -9.549  -2.448  -0.261
H  -5.252  -0.447  -1.164
H  -6.436  -0.681  0.266
H  -6.480  0.666  -0.680
H  -8.215  -0.664  -1.696
H  -6.803  -0.887  -2.692
H  -8.647  -5.470  0.346
H  -7.404  -5.280  -0.904
H  -9.107  -4.975  -1.282
C  -3.825  -3.857  0.884
C  -3.984  -4.693  -0.362
O  -3.585  -5.994  0.005
S  -1.937  -6.494  -0.321
C  -2.145  -6.860  -2.180
O  -1.152  -5.246  -0.213
O  -1.596  -7.755  0.383
H  -2.812  -3.780  1.280
H  -4.326  -4.231  1.777
H  -4.098  -2.819  0.696
H  -5.034  -4.647  -0.650
H  -3.382  -4.347  -1.202
H  -1.185  -7.047  -2.660
H  -2.755  -6.044  -2.567
H  -2.811  -7.720  -2.246
C  -3.218  1.700  4.024
C  -3.428  0.728  3.017
C  -4.730  0.539  2.548
N  -5.738  1.233  3.092
C  -5.553  2.135  4.095
C  -4.268  2.446  4.601
H  -2.170  1.830  4.249
H  -2.560  0.356  2.493
H  -4.966  -0.221  1.817
H  -6.489  2.533  4.457
H  -4.139  3.228  5.334

Atoms 1-3, force components in eV/Å:
F -0.1562 1.2809 -0.2291
C -1.1083 -1.6187 0.1490
F -0.0677 0.7256 0.3461